Formula: C14H11N4O3RuS
Source: the OMol25 dataset
Level of theory: the ωB97M-V functional and the def2-TZVPD basis

Structure (XYZ):
```
34
Properties=species:S:1:pos:R:3:lowdin_spin:R:1
Ru 0.265 -0.062 -0.892 2.41
S 0.241 -0.660 -3.128 0.13
O 0.956 0.069 0.983 0.19
O -3.215 2.071 -0.337 0.03
O -1.804 0.335 -0.518 0.22
N 0.203 1.972 -1.204 0.01
N -1.034 -2.882 -3.803 0.12
N -0.598 -2.773 -1.591 0.29
N -0.143 -2.028 -0.598 0.17
C -1.186 3.894 -1.076 0.00
C 0.245 -2.964 2.937 0.00
C -0.517 -2.194 -2.804 0.08
C 0.752 -2.575 4.132 0.05
C -0.117 4.691 -1.444 0.01
C -0.992 2.531 -0.964 0.01
C -0.165 -2.628 0.593 0.00
C 0.907 -0.795 1.938 0.09
C 1.118 4.104 -1.693 0.00
C -2.134 1.593 -0.572 0.01
C 1.368 -1.300 4.249 0.06
C 0.313 -2.110 1.792 0.09
C 1.450 -0.442 3.192 0.01
C 1.243 2.737 -1.569 0.02
H 1.975 4.694 -1.984 0.00
H 1.907 0.533 3.284 0.00
H 1.779 -1.002 5.205 0.00
H -1.495 -3.761 -3.621 0.00
H -0.213 -3.938 2.828 0.00
H -0.575 -3.633 0.592 0.00
H -0.241 5.761 -1.544 0.00
H -2.174 4.283 -0.871 0.00
H 0.696 -3.229 4.990 0.00
H 2.181 2.232 -1.757 0.00
H -0.996 -2.526 -4.744 0.00
```

multiplicity = 5
net charge = +1
HOMO energy (alpha / beta) = -0.424 / -0.449 Ha
frontier orbital gap (alpha / beta) = 7.6 / 5.8 eV



Formula: C40H34N7O8W
Source: the OMol25 dataset
Level of theory: the ωB97M-V functional and the def2-TZVPD basis

Structure (XYZ):
```
90
Properties=species:S:1:pos:R:3:lowdin_charge:R:1
W 0.138 0.468 0.347 2.08
O -0.749 -1.158 0.691 -0.23
O -0.372 -3.279 -0.909 0.07
O -3.507 1.535 1.785 0.22
O -6.898 -2.041 0.867 0.13
O -6.239 -4.028 0.319 0.13
O 1.504 -0.367 1.151 -0.35
O -1.392 -4.899 0.088 0.18
O -1.558 1.211 0.742 -0.22
N -6.073 -2.849 0.513 -0.34
N -0.733 -0.222 -1.614 0.02
N 1.169 2.439 0.736 0.04
N 0.187 1.093 2.816 0.10
N -1.294 -3.756 -0.258 -0.31
N -0.276 2.096 -1.318 0.05
N 1.756 0.174 -1.203 0.01
C 1.464 -2.011 2.977 0.00
C 3.031 0.504 -0.998 -0.09
C -2.359 -2.827 0.160 -0.03
C 0.453 3.211 -1.371 -0.17
C 3.778 -1.092 -2.614 0.06
C -2.049 -1.516 0.526 -0.22
C 1.179 1.978 3.075 -0.20
C 2.441 -1.448 -2.848 -0.11
C -0.254 -1.500 -3.739 -0.10
C 2.484 4.188 -0.239 0.04
C -4.396 -1.074 0.877 0.12
C -0.506 0.614 3.861 -0.26
C 2.524 -2.517 0.752 0.01
C -3.075 -0.632 0.871 -0.08
C 1.460 -0.766 -2.131 -0.13
C -2.868 0.001 -3.061 -0.10
C -2.784 0.782 1.228 -0.48
C 4.066 -0.089 -1.717 0.02
C -0.253 1.059 5.166 0.03
C 0.035 -0.850 -2.459 -0.10
C -1.297 1.912 -2.173 -0.15
C -1.278 -1.232 -4.583 0.07
C 1.497 2.421 4.345 0.03
C 2.298 -1.483 1.834 -0.52
C 1.438 3.292 -0.284 -0.19
C -1.559 -0.436 3.723 0.01
C -3.668 -3.280 0.172 0.13
C 2.037 -2.424 -3.832 0.01
C -2.355 -0.225 -4.468 -0.13
C -1.932 0.547 -1.996 -0.22
C -0.881 4.045 -3.155 0.03
C 3.281 4.217 0.901 0.03
C 0.752 1.957 5.422 0.02
C 1.817 2.606 1.905 -0.17
C -4.661 -2.382 0.523 -0.08
C 3.573 -0.817 2.308 0.01
C 0.193 4.211 -2.294 0.05
C 2.924 3.447 1.991 0.04
C 0.766 -2.431 -4.242 0.01
C -1.643 2.883 -3.091 0.05
H -3.188 -0.539 -5.100 0.14
H 3.482 3.519 2.912 0.13
H -2.554 0.008 3.795 0.11
H -3.275 -0.936 -2.673 0.14
H 2.956 -3.407 1.214 0.12
H -1.466 -1.137 4.552 0.11
H -1.128 4.817 -3.870 0.14
H 1.295 -1.250 3.735 0.09
H 0.515 -2.416 2.631 0.09
H 3.365 -0.047 3.050 0.09
H 4.569 -1.593 -3.158 0.15
H -1.268 -1.794 -5.511 0.14
H 2.781 -3.075 -4.269 0.14
H 2.681 4.845 -1.073 0.14
H -3.717 0.688 -3.095 0.14
H 0.786 5.114 -2.318 0.13
H 0.956 2.300 6.426 0.14
H -2.488 2.740 -3.748 0.13
H 4.138 4.874 0.953 0.14
H -0.860 0.665 5.969 0.14
H -1.467 -1.001 2.810 0.05
H 2.020 -2.825 3.444 0.12
H 5.085 0.229 -1.540 0.14
H 0.452 -3.092 -5.039 0.14
H -3.911 -4.302 -0.087 0.15
H 2.274 3.152 4.501 0.12
H -5.203 -0.406 1.152 0.15
H 3.224 -2.164 -0.002 0.08
H -2.564 0.618 -1.116 0.12
H 3.236 1.235 -0.229 0.11
H -1.986 0.699 -4.931 0.14
H 4.137 -0.390 1.480 0.08
H 1.588 -2.816 0.281 0.07
H 4.203 -1.572 2.779 0.12
```

net charge = +3
HOMO energy = -0.615 Ha
frontier orbital gap = 6.6 eV



How do the records compare in energy relative to the best compared isomer or geometry (same formula, charge and spin)? In the order shown, they have 0.0, 28.1 kcal/mol.
How do the records compare in DFT total energy? In the order shown, they have -1477.6796, -2596.0016 Eh.